(1)
Entry from OMol25: C23H57Cl4INbO9P2 as an isolated structure at a distorted geometry (ωB97M-V/def2-TZVPD).

## Properties
Gap between HOMO and LUMO ... 6.3 eV
Relative energy (zero: lowest compared OMol25 entry of this formula, charge and spin) ... 0.0 kcal/mol
Total charge ... -1
LUMO level ... 0.7 eV
HOMO energy ... -5.5691 eV
Spin multiplicity ... 1

CARTESIAN COORDINATES (ANGSTROEM)
1 H -4.58740 0.38330 -5.58273
2 C -4.44498 -5.27513 2.69059
3 H 4.49912 4.24326 1.45777
4 H -2.36117 0.01506 -0.48249
5 H -6.08901 -3.87446 2.65832
6 H -0.46034 -1.01891 -0.89944
7 C 5.27753 4.98109 1.25911
8 C 1.60246 0.94328 2.38810
9 C 4.02331 -0.44239 -3.96851
10 H 3.92701 6.63507 1.55434
11 H -4.98351 -0.98749 2.08983
12 H -3.22591 4.51434 3.98629
13 O -2.35851 4.94510 4.03379
14 H 2.49482 -0.46109 -2.47403
15 H -3.68256 -4.51167 2.52755
16 H -5.66891 -4.54887 1.07042
17 H -4.93944 -1.89360 -3.89379
18 H 4.32497 0.67886 3.44376
19 H -3.99135 -2.25076 2.83397
20 O -0.13547 4.82648 2.78726
21 C 3.95113 3.12439 -3.22693
22 H 9.04371 6.11617 0.62452
23 H 6.89178 6.08874 -0.64448
24 H -5.87697 -8.58501 4.37726
25 H 4.02864 1.73580 1.97631
26 C 2.75932 -0.03473 1.99692
27 C -5.17125 -7.87012 3.94846
28 H 7.69771 6.18579 1.76092
29 H -2.18166 -0.25609 -5.69660
30 H -2.80027 1.74509 3.54030
31 C -3.91568 -2.23417 -3.70064
32 H -5.05789 -1.25909 -6.00342
33 Cl 2.79082 -1.58741 2.96809
34 C 8.18690 5.56114 1.01110
35 H -2.57804 3.75210 0.86569
36 H 4.69927 -1.11192 -3.43252
37 H 5.49045 1.61098 -3.01871
38 C -2.94608 -1.01958 -5.53976
39 H 8.54585 4.66351 1.51835
40 H -3.51793 -0.51913 3.04494
41 H -3.80818 -2.28545 -2.61574
42 H -5.28376 -6.54110 5.62116
43 C -4.26312 -0.51762 -6.10698
44 O 0.71909 -2.16653 0.44047
45 H 2.85406 -0.27615 0.92238
46 H 2.40870 0.93481 -3.52608
47 O -0.13454 -3.18827 -0.00115
48 H 1.57620 0.96280 3.51014
49 H -4.10720 -6.16891 2.15482
50 H 4.63634 0.25518 -4.54282
51 O 6.14212 4.40358 0.29129
52 H 5.35842 7.05872 0.61486
53 H -6.42291 -6.14743 4.35050
54 H 4.96229 0.23980 1.75872
55 C -5.76651 -4.77565 2.13307
56 H -2.28256 -2.14187 1.05833
57 O -2.98181 -1.26301 -4.14705
58 H -5.30620 -7.87870 2.86540
59 I 0.03923 2.63753 -0.30609
60 C -3.68427 -3.61654 -4.28775
61 C -2.51548 0.06000 0.62637
62 C -3.07242 -1.37053 1.01899
63 Nb -0.46059 0.55266 1.51849
64 H 4.65224 3.91756 -3.49321
65 H 4.07575 6.10907 -0.13327
66 H 5.10013 2.47745 -1.54570
67 Cl -4.26394 -1.83294 -0.33979
68 H -6.56000 -5.51899 2.24336
69 C 0.33077 -0.88211 -0.11424
70 H -3.81220 -3.62746 -5.37275
71 C 3.10584 0.27758 -2.99481
72 Cl -3.84238 1.27618 0.91652
73 H 3.13760 3.55290 -2.63806
74 H 1.90229 1.98510 2.10720
75 H 1.22070 -0.46432 -0.63837
76 H 7.78726 4.59705 -0.85432
77 Cl -0.65285 -1.30603 3.19667
78 H 3.51636 2.74061 -4.15280
79 H -0.15818 -3.18407 -0.97435
80 O 3.79759 1.00387 -1.99335
81 C -3.93080 -1.25744 2.32580
82 C 4.62347 6.27122 0.79716
83 P -1.41354 2.08625 3.33861
84 H 3.43626 -1.03051 -4.67714
85 H -4.15559 -8.21194 4.15723
86 O -2.40592 4.52529 1.42270
87 C 7.24146 5.19280 -0.11970
88 C 4.66025 2.03458 -2.44153
89 C -5.39822 -6.48806 4.53703
90 C 4.13143 0.69084 2.35341
91 H -4.15740 -0.29058 -7.16953
92 H -2.60577 -1.91390 -6.07412
93 H -2.66961 -3.95814 -4.07198
94 H -4.39221 -4.33077 -3.86256
95 H 5.81136 5.12830 2.20426
96 O -4.47064 -5.51900 4.08772
97 P -1.50884 4.17432 2.77266

(2)
Entry from OMol25: a 8-piece molecular cluster, C23H58Cl4O5S5 overall at a distorted geometry (ωB97M-V/def2-TZVPD).

## Properties
Gap between HOMO and LUMO ... 8.7 eV
Relative energy (zero: lowest compared OMol25 entry of this formula, charge and spin) ... 0.0 kcal/mol
LUMO level ... 0.0 eV
HOMO energy ... -8.6967 eV
Spin multiplicity ... 1

CARTESIAN COORDINATES (ANGSTROEM)
1 S -0.04252 -5.99880 -0.27893
2 C -2.07041 -1.49521 3.26957
3 H -3.24258 -1.76441 -0.21284
4 O -1.26866 -0.89252 5.72834
5 H -2.27367 4.62145 2.37183
6 H -6.95928 -0.99925 0.38986
7 H 0.01599 6.32225 -1.79322
8 O 4.72288 3.50713 -5.30931
9 H -1.81546 -5.66594 1.29293
10 H 0.37312 -4.33462 1.38724
11 H -2.38910 -6.27533 -0.29838
12 H 5.01280 0.32571 -2.69982
13 H 7.90644 -2.70841 -0.95488
14 C 0.30492 5.30172 -2.04802
15 H 2.83161 -4.24961 4.17460
16 H 0.31377 -3.65566 -0.23252
17 C -5.17763 -2.24268 0.50884
18 Cl 0.03226 -0.50819 0.43244
19 H -3.54852 0.50671 5.89541
20 C 5.46488 -0.14294 -1.82544
21 H 7.62884 -1.07584 -0.42089
22 Cl 1.70647 -1.51009 -1.65784
23 H -2.77158 -1.11047 2.52133
24 H -0.58967 4.72027 -2.26491
25 H 4.32817 -3.30021 4.11906
26 H -2.90270 2.46694 -1.30462
27 O 1.20293 -2.49367 2.62582
28 C 1.04559 -0.04265 -0.90570
29 H -3.95761 0.82828 4.18369
30 H -2.45688 -2.42787 3.67797
31 H 2.01504 2.66080 -4.55316
32 H -5.51534 -2.96723 -0.23502
33 Cl 0.07905 0.79057 -2.15070
34 C 2.81226 2.38510 -3.86097
35 H -0.41006 2.30405 1.77245
36 C -4.62070 -0.58414 -1.38407
37 H -4.66511 -2.79252 1.30565
38 H 1.54277 3.72646 -1.17103
39 C 1.13571 4.70748 -0.90405
40 H 2.55727 1.44411 -3.38045
41 C 7.12201 -1.97373 -0.78010
42 H -6.15557 -0.94161 1.96436
43 O -0.03088 -5.90127 -1.76052
44 S 6.29966 -1.64131 -2.35059
45 H -2.10752 3.22478 3.45634
46 H -4.11347 1.78528 -0.17969
47 H 6.14837 0.52944 -1.30809
48 H 4.18472 -1.86665 1.77864
49 H -4.09281 -0.83951 4.89596
50 C -6.40588 -1.59173 1.12452
51 H -5.62499 -0.16569 -1.27975
52 C -1.62130 3.79888 2.66360
53 H 0.10856 5.49933 0.82002
54 O 5.23958 -2.67810 -2.47370
55 H 1.76221 -4.58610 0.28795
56 H 2.88188 -0.63955 1.57103
57 H -3.59199 0.55968 -2.92731
58 H 6.37064 -2.33343 -0.08230
59 H -4.61870 2.33630 -1.72595
60 C -4.19515 -1.24080 -0.06427
61 C 3.40359 -3.53006 3.59074
62 H -0.70143 4.18708 3.10341
63 C -0.89055 3.67017 0.22970
64 S 4.27758 2.15441 -4.89621
65 Cl 2.33798 1.03349 -0.38332
66 C 0.36051 4.51636 0.39116
67 H 1.02221 4.10872 1.16752
68 H -2.59839 0.07111 -1.57760
69 C 3.48273 -1.20044 2.27862
70 H -7.12000 -2.34222 1.47422
71 S -1.80597 -0.22921 4.51859
72 H -1.92963 -4.56165 -0.10689
73 C -1.72242 -5.58481 0.20849
74 H -0.64253 2.88788 -0.50450
75 H -1.09670 -1.66483 2.80576
76 S 2.38644 -2.06073 3.41483
77 H 0.91985 5.34554 -2.94885
78 H -2.09246 2.22236 1.24149
79 H 3.58390 -3.93345 2.59524
80 C -1.27770 2.90833 1.49014
81 C -3.54898 0.10385 4.88368
82 H 2.98848 3.19401 -3.15998
83 C 3.40056 1.42986 -6.27326
84 H 4.11565 1.16986 -7.05029
85 H 2.86796 0.55011 -5.90876
86 C -3.78370 1.83422 -1.22261
87 H 4.07266 -0.50470 2.88468
88 H -4.00922 -0.46735 0.69295
89 H 4.66967 -0.40315 -1.12326
90 H 2.70833 2.16005 -6.69696
91 C 0.68198 -4.49530 0.35563
92 H -1.69614 4.26630 -0.20046
93 H 1.98363 5.37620 -0.73204
94 C -3.58806 0.44664 -1.84045
95 H -4.67453 -1.37372 -2.14185

> Which value of gap between HOMO and LUMO does entry 1 give?

6.3 eV

> LUMO level of number 2 (C23H58Cl4O5S5)?

0.0 eV